1.
The following is a quantum chemistry calculation of a structure of composition C25H31AlBrN5O5S, from the Open Molecules 2025 dataset.

Calculated values
- total charge = +2
- spin multiplicity = 1
- LUMO (eV) = -5.2
- strongest force on any atom (Eh/bohr) = 0.0285
- molar mass (g mol⁻¹) = 620.51
- HOMO energy (eV) = -13.75

```
69
Properties=species:S:1:pos:R:3:lowdin_charge:R:1
Al 0.442 0.191 0.955 -0.006
C 4.361 0.244 -0.993 0.019
N 3.980 1.517 -0.409 -0.096
C 4.902 2.623 -0.580 0.007
C 2.865 1.614 0.272 -0.284
O 2.112 0.617 0.446 0.083
C 2.453 2.928 0.911 -0.058
O 1.147 2.843 1.425 -0.118
C 0.140 3.569 0.756 -0.096
C -0.682 2.629 -0.124 -0.322
O -0.357 1.399 -0.095 0.060
N -1.661 3.059 -0.865 -0.083
C -2.144 4.418 -0.874 0.013
C -2.415 2.121 -1.676 0.019
H 4.700 0.399 -2.014 0.111
H 3.502 -0.424 -0.997 0.088
H 5.174 -0.204 -0.420 0.118
H 5.715 2.301 -1.226 0.108
H 5.330 2.934 0.376 0.115
H 4.415 3.477 -1.052 0.107
H 2.558 3.758 0.203 0.143
H 3.120 3.112 1.764 0.167
H 0.570 4.378 0.155 0.150
H -0.507 3.995 1.532 0.132
H -1.633 5.040 -0.148 0.093
H -3.207 4.408 -0.638 0.119
H -2.018 4.842 -1.872 0.119
H -1.754 1.622 -2.382 0.106
H -3.193 2.645 -2.219 0.111
H -2.868 1.373 -1.018 0.073
C -2.787 -2.929 -5.171 -0.032
C -2.693 -2.537 -3.736 -0.251
C -3.653 -2.971 -2.825 -0.004
C -3.634 -2.543 -1.510 -0.031
C -2.639 -1.680 -1.097 -0.291
C -1.648 -1.270 -1.969 -0.073
C -1.673 -1.701 -3.284 -0.014
S -2.645 -1.082 0.580 0.657
O -3.077 0.290 0.586 -0.368
O -3.291 -2.003 1.456 -0.244
N -1.020 -1.010 0.957 -0.065
C -0.265 -2.110 0.754 -0.350
C -0.690 -3.418 0.512 0.027
C 0.269 -4.363 0.234 -0.001
C 1.621 -4.004 0.254 -0.035
C 1.962 -2.702 0.533 -0.083
N 1.035 -1.759 0.748 0.109
H -3.247 -3.906 -5.278 0.088
H -1.814 -2.942 -5.652 0.084
H -3.412 -2.202 -5.692 0.098
H -4.429 -3.646 -3.149 0.126
H -4.374 -2.866 -0.797 0.125
H -0.859 -0.623 -1.603 0.098
H -0.899 -1.380 -3.965 0.119
H -1.740 -3.650 0.539 0.112
H -0.012 -5.380 0.005 0.128
H 2.389 -4.733 0.050 0.115
H 2.995 -2.387 0.587 0.119
Br -1.750 1.626 2.906 1.066
C -0.451 0.572 3.716 -0.638
C -0.556 0.191 5.046 -0.045
C 0.470 -0.558 5.599 0.007
C 1.564 -0.890 4.801 -0.002
C 1.571 -0.490 3.484 -0.069
N 0.577 0.225 2.940 0.021
H -1.428 0.471 5.613 0.122
H 0.416 -0.879 6.629 0.132
H 2.392 -1.453 5.198 0.124
H 2.382 -0.737 2.812 0.121
```

2.
The following is a quantum chemistry calculation of a structure of composition C25H31AuN5S3, from the Open Molecules 2025 dataset.

Calculated values
- total charge = +1
- energy above the lowest of the compared OMol25 structures with the same formula, charge and spin (eV) = 1.818
- spin multiplicity = 1
- LUMO (spin up / spin down) (eV) = -5.5 / -5.5
- strongest force on any atom (Eh/bohr) = 0.0380
- molar mass (g mol⁻¹) = 694.73
- HOMO energy (spin up / spin down) (eV) = -9.38 / -9.38

```
65
Properties=species:S:1:pos:R:3:lowdin_charge:R:1
Au 0.420 0.979 -1.281 0.709
C -4.156 3.609 -0.456 -0.413
S -2.945 4.457 -1.511 0.892
C -1.681 3.291 -1.696 -1.082
S -1.956 1.648 -1.282 0.649
N -0.582 3.778 -2.197 -0.096
N 0.470 3.011 -2.284 -0.126
C 1.598 3.419 -2.753 -0.057
C 2.739 2.547 -2.695 -0.258
C 3.994 2.980 -3.138 0.001
C 5.083 2.142 -3.005 -0.036
C 4.889 0.872 -2.475 -0.026
C 3.606 0.498 -2.104 -0.148
N 2.567 1.313 -2.185 0.030
H -5.021 4.267 -0.426 0.037
H -3.741 3.488 0.543 0.036
H -4.420 2.643 -0.875 0.004
H 1.708 4.424 -3.150 0.139
H 4.092 3.959 -3.579 0.119
H 6.066 2.472 -3.313 0.119
H 5.717 0.195 -2.351 0.113
H 3.398 -0.496 -1.736 0.036
C -3.770 -2.083 -0.133 -0.028
C -2.895 -1.424 0.891 -0.246
C -3.280 -1.428 2.236 0.049
C -2.484 -0.818 3.205 -0.245
C -2.843 -0.832 4.661 -0.033
C -1.335 -0.163 2.821 0.050
C -0.896 -0.112 1.467 -0.251
C -1.720 -0.806 0.526 -0.053
N 0.176 0.512 1.000 0.075
C 1.236 1.211 1.689 -0.597
C 2.525 0.470 1.286 -0.035
C 1.276 2.652 1.146 -0.036
C 1.239 1.330 3.218 -0.053
H -4.668 -2.490 0.326 0.082
H -3.240 -2.894 -0.630 0.076
H -4.066 -1.361 -0.892 0.086
H -4.207 -1.902 2.526 0.126
H -3.795 -1.320 4.836 0.080
H -2.898 0.187 5.042 0.090
H -2.078 -1.359 5.232 0.092
H -0.780 0.333 3.591 0.085
H -1.399 -0.830 -0.506 0.028
H 2.484 0.203 0.237 -0.004
H 2.635 -0.444 1.863 0.093
H 3.389 1.102 1.460 0.097
H 1.448 2.656 0.074 0.030
H 2.079 3.208 1.619 0.094
H 0.333 3.157 1.344 0.095
H 1.237 0.353 3.695 0.087
H 0.408 1.936 3.576 0.089
H 2.161 1.832 3.511 0.095
S 1.285 -1.898 -1.297 0.666
C 0.643 -3.446 -1.318 -0.752
N -0.312 -3.779 -2.233 0.055
C -0.816 -5.028 -2.353 -0.070
C -0.397 -6.026 -1.525 -0.054
C 0.578 -5.734 -0.548 -0.036
C 1.085 -4.472 -0.446 -0.087
H -0.602 -3.051 -2.878 0.150
H -1.546 -5.186 -3.132 0.132
H -0.798 -7.021 -1.620 0.111
H 0.921 -6.517 0.111 0.118
H 1.844 -4.211 0.273 0.107
```

3.
The following is a quantum chemistry calculation of a cluster of 2 separate species, C25H31BrN6O4 in total, from the Open Molecules 2025 dataset.

Calculated values
- total charge = 0
- spin multiplicity = 1
- SMILES string = C/C(=N\NC(=O)c1cc(Br)ccc1O)c1nc2ccccc2[nH]1.CNC(=O)[C@H](CC(C)C)NC(C)=O
- LUMO (eV) = -0.4
- strongest force on any atom (Eh/bohr) = 0.0666
- molar mass (g mol⁻¹) = 559.47
- HOMO energy (eV) = -8.25

```
67
Properties=species:S:1:pos:R:3:lowdin_charge:R:1
O -4.202 2.290 -4.828 0.061
O 2.752 -1.709 3.720 0.032
O 7.638 -2.680 2.403 0.043
Br -7.042 5.560 -8.120 0.727
N -2.393 0.380 0.948 0.171
N -3.753 1.802 -2.096 0.115
O -6.263 4.780 -2.140 0.030
C -4.783 2.978 -3.992 -0.390
C 3.244 -0.944 2.902 -0.571
C 6.700 -2.099 2.936 -0.448
C -2.714 0.653 -0.302 -0.266
C -3.622 1.699 -0.790 -0.219
C -0.030 -2.455 1.590 -0.084
C 0.161 -2.840 0.254 -0.089
C -7.425 6.093 -5.330 -0.111
C -0.875 -1.379 1.899 -0.013
C -7.235 5.895 -3.962 -0.014
C -5.910 4.274 -5.797 -0.035
C -0.472 -2.142 -0.780 -0.012
C -6.765 5.282 -6.250 -0.666
C -1.515 -0.695 0.867 -0.244
C -6.383 4.891 -3.500 -0.233
C -5.700 4.057 -4.418 -0.055
C -1.305 -1.075 -0.451 -0.209
N -4.577 2.746 -2.643 0.060
N -2.068 -0.204 -1.175 0.156
N 6.979 -1.221 3.909 0.026
N 4.431 -1.145 2.326 0.100
C 2.503 0.309 2.500 0.008
C -4.366 2.603 0.166 -0.028
C 6.053 -0.517 4.796 -0.062
C 3.796 -4.262 -0.644 -0.078
C 3.174 -4.663 1.720 -0.069
C 3.749 -3.630 0.748 -0.430
C 5.163 -3.178 1.163 -0.119
C 5.242 -2.365 2.477 -0.185
H -6.821 5.452 -1.711 0.128
H 0.473 -2.990 2.391 0.097
H 0.800 -3.683 0.018 0.079
H -8.088 6.876 -5.688 0.106
H -1.037 -1.074 2.927 0.112
H -7.766 6.536 -3.267 0.117
H -5.405 3.651 -6.533 0.120
H -0.324 -2.433 -1.816 0.107
H -5.102 3.374 -2.033 0.088
H -2.171 -0.175 -2.188 0.162
H 7.966 -1.111 4.087 0.141
H 4.758 -0.450 1.677 0.156
H 3.126 1.182 2.686 0.077
H 2.247 0.250 1.444 0.085
H 1.587 0.381 3.084 0.083
H -4.083 2.391 1.202 0.075
H -4.135 3.650 -0.047 0.084
H -5.444 2.449 0.065 0.088
H 6.568 -0.233 5.715 0.085
H 5.210 -1.160 5.057 0.084
H 5.681 0.387 4.310 0.075
H 4.459 -5.128 -0.638 0.084
H 4.163 -3.534 -1.367 0.078
H 2.798 -4.580 -0.945 0.066
H 2.215 -5.027 1.355 0.069
H 3.860 -5.503 1.823 0.086
H 3.013 -4.204 2.695 0.065
H 3.082 -2.771 0.699 0.112
H 5.585 -2.568 0.363 0.122
H 5.787 -4.068 1.260 0.124
H 4.809 -2.976 3.270 0.147
```